Record 1
Below is a structure of composition C19H12BrCdCl2N2O2 at a distorted geometry, with properties calculated with the ωB97M-V functional and the def2-TZVPD basis.

```
39
Properties=species:S:1:pos:R:3
Cd -0.045 -0.088 0.267
Cl -4.607 -5.380 2.804
C -3.487 -4.120 2.453
C -2.797 -3.530 3.529
C -1.897 -2.526 3.303
Cl -1.046 -1.794 4.600
C -1.615 -2.032 1.992
O -0.755 -1.085 1.868
C -2.332 -2.651 0.915
C -2.137 -2.248 -0.423
O -1.370 -1.357 -0.854
C -3.262 -3.693 1.174
H -2.991 -3.884 4.528
H -2.734 -2.784 -1.178
H -3.788 -4.141 0.344
Br 0.076 1.127 -7.229
C 0.371 1.176 -5.362
C -0.317 0.312 -4.517
C -0.090 0.360 -3.157
C 0.826 1.269 -2.607
C 1.509 2.132 -3.481
C 1.284 2.085 -4.836
N 1.010 1.269 -1.229
C 1.827 2.064 -0.631
C 2.009 2.053 0.808
C 2.908 2.938 1.408
C 3.069 2.912 2.782
C 2.323 2.001 3.515
C 1.447 1.151 2.847
N 1.294 1.176 1.530
H -1.023 -0.390 -4.932
H -0.631 -0.317 -2.510
H 2.222 2.849 -3.111
H 1.814 2.752 -5.496
H 2.433 2.796 -1.162
H 3.470 3.632 0.803
H 3.758 3.587 3.268
H 2.421 1.951 4.586
H 0.850 0.428 3.386
```

Output
Charge: +1
Maximum force in eV/A: 1.7
2S+1: 1
HOMO energy in hartree: -0.4013

Record 2
Below is a structure of composition C19H12BrCrF5NO7S at a distorted geometry, with properties calculated with the ωB97M-V functional and the def2-TZVPD basis.

```
47
Properties=species:S:1:pos:R:3
Cr -0.482 -0.233 -0.106
O -4.376 -0.363 1.179
C -3.198 -0.001 1.117
O -2.254 -0.809 0.648
C -2.662 1.334 1.725
C -1.443 0.980 2.499
C -1.102 2.171 3.411
C -0.655 3.241 2.477
C -0.721 2.578 1.097
O -0.327 1.107 1.487
C -2.183 2.350 0.700
C -2.283 1.936 -0.805
O -3.169 2.283 -1.579
O -1.197 1.270 -1.221
H -3.486 1.721 2.372
H -1.493 0.033 3.080
H -1.988 2.589 3.998
H -0.330 1.847 4.128
H -1.325 4.116 2.586
H 0.310 3.513 2.793
H -0.018 2.927 0.307
H -2.747 3.305 0.745
F 6.186 -2.085 1.054
C 5.205 -1.307 0.493
C 4.288 -0.645 1.313
F 4.400 -0.721 2.680
C 3.300 0.131 0.766
F 2.577 0.894 1.621
C 2.997 0.110 -0.622
S 1.608 0.897 -1.184
C 4.004 -0.473 -1.422
F 3.826 -0.552 -2.728
C 5.093 -1.178 -0.884
F 5.968 -1.725 -1.796
O 0.882 -1.851 0.419
O 0.149 -1.460 1.424
Br 0.384 -5.158 -3.276
C -0.551 -3.530 -3.108
C -1.606 -3.193 -3.918
C -2.292 -1.950 -3.739
C -1.893 -1.180 -2.702
N -0.824 -1.555 -1.893
C -0.185 -2.738 -2.039
H -1.667 -3.831 -4.807
H -3.002 -1.602 -4.503
H -2.356 -0.160 -2.413
H 0.639 -3.032 -1.374
```

Output
Charge: -1
Maximum force in eV/A: 3.1
2S+1: 5
HOMO energy (alpha / beta) in hartree: -0.1810 / -0.1833